ORCA calculation (ωB97M-V with the def2-TZVPD basis set) on C4H12N2 as an isolated structure in a non-equilibrium geometry.

```
18
Properties=species:S:1:pos:R:3:forces:R:3
N 3.407996 -0.637656 -0.157950 1.045 -0.145 0.856
N 0.626590 -1.511037 -0.604597 0.816 2.352 -0.825
C -1.027728 -0.133552 0.689967 0.480 1.553 2.753
C -1.218890 1.270793 0.041566 -1.724 -3.722 -3.222
C 0.188488 -0.791130 0.530905 -2.159 -1.630 2.754
C -2.641869 1.731976 -0.183508 -1.189 -0.080 0.138
H 0.772494 -0.320205 -0.510547 1.073 -1.030 -2.241
H -3.159509 2.148588 0.679298 0.259 0.135 0.336
H -3.305506 0.931341 -0.514258 0.246 -0.397 0.122
H -1.060896 0.634967 -0.873112 0.543 2.270 -1.057
H 4.333477 -0.329986 0.060439 -0.010 0.291 -0.107
H -0.180629 -1.590493 -1.217524 -0.114 0.239 -0.219
H 0.888540 -0.967247 1.351273 -0.457 -0.458 0.339
H -2.762943 2.456808 -0.982683 0.459 0.400 -0.069
H -1.508569 -0.297684 1.660067 0.709 0.558 0.474
H 2.784202 -0.006108 -0.598936 -0.120 -0.229 -0.326
H 3.259558 -1.614161 0.001972 -0.620 0.171 -0.457
H -0.558387 2.116397 0.127962 0.764 -0.277 0.748
```
Positions in Å, forces in eV/Å.

The total energy is -7316.682 eV. As for the charge: 0. As for the LUMO energy: 0.169 eV. The value obtained for the HOMO-LUMO gap is 7.5226 eV.

Atomic partial charges in e from the Mulliken method, atoms 1 to 5: N -0.491; N -0.563; C -0.600; C -0.047; C -0.214